A cluster of 2 separate species, C2H3BrO2 in total in a non-equilibrium geometry. Source: OMol25; level of theory: ωB97M-V with the def2-TZVPD basis set.

```
! RIJCOSX wB97M-V def2-TZVPD def2/J DEFGRID3
* xyz 0 1
C 0.516 -0.007 -0.053
C -0.866 -0.646 -0.006
O 0.862 2.999 -0.071
O 0.886 1.193 -0.084
Br 2.060 -1.167 -0.010
H -1.624 0.103 0.495
H -0.908 -1.478 0.713
H -0.927 -0.998 -0.984
*
```

- Frontier orbital gap: 9.04 eV
- Molecular weight: 138.95 g/mol
- Relative energy (zero: lowest compared OMol25 entry of this formula, charge and spin): 6.9959 eV

These are the Löwdin partial charges, in e, on atoms 1 to 4: C -0.714; C -0.059; O -0.111; O -0.153